C5H11F3OSi | ωB97M-V/def2-TZVPD

Last columns: bonded neighbours and bond lengths (Å).
Positions of all 21 atoms, in Å:
1 C 1.0688 -1.9587 1.6809  O6 1.371, H11 1.042, H12 1.103, H13 1.143
2 C -2.1592 -1.1998 0.1364  Si10 1.911, H14 1.123, H15 1.208, H16 1.188
3 C 0.1598 -0.9933 -2.3167  Si10 1.943, H17 1.108, H18 1.116, H19 1.060
4 C 1.2248 2.9169 0.6667  C5 1.275, H20 1.064, H21 1.070
5 C 0.2093 3.3627 0.0370  C4 1.275, F7 1.382, F9 1.322
6 O 0.7234 -1.7814 0.3655  C1 1.371, Si10 1.659
7 F 0.1643 3.8134 -1.2691  C5 1.382
8 F -0.1572 0.7170 -0.0405  Si10 1.635
9 F -1.0359 3.3045 0.4765  C5 1.322
10 Si -0.3763 -0.8490 -0.4544  C2 1.911, C3 1.943, O6 1.659, F8 1.635
11 H 0.3741 -2.4848 2.2521  C1 1.042
12 H 1.1324 -0.9442 2.1100  C1 1.103
13 H 2.0918 -2.4691 1.6877  C1 1.143
14 H -2.3013 -1.9429 0.9658  C2 1.123
15 H -2.7466 -0.1648 0.3431  C2 1.208
16 H -2.7157 -1.7251 -0.7723  C2 1.188
17 H -0.5345 -1.6722 -2.8508  C3 1.108
18 H 0.3049 -0.0035 -2.8123  C3 1.116
19 H 1.0677 -1.5394 -2.2903  C3 1.060
20 H 2.2483 2.9366 0.3761  C4 1.064
21 H 1.2572 2.6769 1.7089  C4 1.070

## Properties
spin multiplicity	3
frontier orbital gap (spin up / spin down)	0.20685 / 0.31157	Eh
largest force on an atom	14.7	eV Å⁻¹
LUMO level (spin up / spin down)	0.762 / -2.000	eV
E_tot	-23437.32302	eV

For reference, the Löwdin charges in units of e are: C -0.160; C -0.173; C -0.128; C 0.065; C -0.444; O -0.250; F 0.068; F -0.134; F 0.117; Si 0.414; H 0.055; H 0.087; H 0.114; H 0.024; H 0.078; H 0.053; H 0.030; H 0.044; H -0.002; H 0.070; H 0.074